[1]
A 2-piece molecular cluster, C23H24N3O10S overall, computed with the ωB97M-V functional and the def2-TZVPD basis.

net charge: -1
2S+1: 1
HOMO-LUMO gap: 3.41 eV

CARTESIAN COORDINATES (ANGSTROEM)
C1 -4.776 -3.285 4.609
C2 -3.393 -3.755 4.219
O1 -2.723 -2.607 3.652
C3 -1.462 -2.838 3.175
C4 -0.720 -1.560 3.184
C5 -1.455 -0.316 3.259
C6 0.710 -1.601 3.421
O2 1.424 -0.614 3.565
O3 1.160 -2.862 3.546
C7 2.429 -2.992 4.218
C8 2.590 -4.485 4.390
O4 -1.094 -3.941 2.851
H1 -5.458 -4.122 4.773
H2 -4.709 -2.711 5.540
H3 -5.180 -2.618 3.842
H4 -2.830 -4.062 5.113
H5 -3.420 -4.562 3.475
H6 -0.753 0.531 3.311
H7 -2.074 -0.174 2.365
H8 -2.154 -0.299 4.120
H9 3.237 -2.548 3.614
H10 2.350 -2.495 5.199
H11 3.567 -4.770 4.797
H12 1.816 -4.847 5.079
H13 2.430 -4.982 3.424
C9 4.815 4.457 -3.310
C10 3.394 4.284 -2.884
C11 2.362 4.689 -3.734
C12 1.030 4.490 -3.365
C13 0.755 3.879 -2.133
S1 -0.906 3.505 -1.639
O5 -1.135 3.913 -0.285
O6 -1.760 3.814 -2.743
N1 -0.798 1.740 -1.500
C14 -0.717 0.940 -2.663
C15 -0.521 1.276 -3.985
C16 -0.461 0.239 -4.920
N2 0.181 0.535 -6.161
O7 0.425 -0.384 -6.971
O8 0.516 1.728 -6.373
C17 -0.821 -1.101 -4.558
C18 -1.057 -1.411 -3.222
C19 -0.973 -0.397 -2.272
C20 -1.229 -0.355 -0.846
N3 -1.918 -1.350 -0.113
O9 -1.706 -2.567 -0.277
O10 -2.792 -0.918 0.708
C21 -1.102 0.947 -0.410
C22 1.778 3.546 -1.246
C23 3.096 3.720 -1.639
H14 5.481 4.009 -2.570
H15 4.992 3.970 -4.274
H16 5.081 5.514 -3.418
H17 2.603 5.151 -4.697
H18 0.228 4.771 -4.045
H19 -0.354 2.299 -4.305
H20 -0.869 -1.843 -5.349
H21 -1.293 -2.420 -2.898
H22 -1.265 1.300 0.595
H23 1.529 3.136 -0.274
H24 3.897 3.411 -0.965

=====

[2]
A 2-piece molecular cluster, C29H24O overall, computed with the ωB97M-V functional and the def2-TZVPD basis.

net charge: 0
2S+1: 1
HOMO-LUMO gap: 3.34 eV

CARTESIAN COORDINATES (ANGSTROEM)
C1 6.342 -0.421 1.189
C2 4.879 -0.699 1.082
C3 4.324 -1.819 1.720
C4 2.966 -2.064 1.650
C5 2.094 -1.189 0.933
C6 0.705 -1.481 0.969
C7 -0.267 -1.282 -0.036
C8 -0.046 -0.653 -1.298
C9 -1.117 -0.261 -2.093
C10 -2.414 -0.683 -1.759
O1 -3.525 -0.440 -2.561
C11 -3.534 -0.859 -3.900
C12 -4.401 -1.903 -4.238
C13 -4.255 -2.523 -5.475
C14 -3.334 -2.029 -6.404
C15 -2.552 -0.914 -6.088
C16 -2.678 -0.293 -4.843
C17 -2.647 -1.408 -0.577
C18 -1.594 -1.725 0.246
C19 2.671 -0.051 0.298
C20 4.040 0.162 0.360
H1 6.645 0.326 0.452
H2 6.637 -0.047 2.178
H3 6.919 -1.334 1.008
H4 4.982 -2.487 2.284
H5 2.532 -2.943 2.132
H6 0.355 -2.024 1.848
H7 0.970 -0.470 -1.650
H8 -0.946 0.363 -2.973
H9 -5.130 -2.250 -3.508
H10 -4.860 -3.397 -5.711
H11 -3.220 -2.519 -7.374
H12 -1.824 -0.519 -6.798
H13 -2.099 0.593 -4.585
H14 -3.661 -1.720 -0.340
H15 -1.762 -2.301 1.156
H16 2.026 0.670 -0.206
H17 4.475 1.025 -0.153
C21 -2.387 2.231 2.746
C22 -1.947 1.596 1.553
C23 -0.525 1.575 1.568
C24 -0.062 2.231 2.750
C25 -1.247 2.635 3.505
C26 -1.098 3.317 4.716
C27 0.188 3.619 5.182
C28 1.325 3.290 4.418
C29 1.208 2.599 3.205
H18 -3.411 2.437 3.045
H19 -2.591 1.217 0.762
H20 0.143 1.173 0.816
H21 -1.991 3.586 5.284
H22 0.313 4.120 6.146
H23 2.311 3.580 4.782
H24 2.074 2.364 2.585

=====

[3]
One molecule with the formula C6H11N, computed with the ωB97M-V functional and the def2-TZVPD basis.

SMILES string: C=C/C(=C/C)NC
net charge: 0
2S+1: 1
HOMO-LUMO gap: 8.14 eV

CARTESIAN COORDINATES (ANGSTROEM)
C1 1.253 1.150 1.675
C2 0.257 1.282 0.806
C3 0.029 0.249 -0.238
C4 0.996 -0.134 -1.113
C5 1.318 -1.581 -1.398
N1 -1.338 -0.029 -0.438
C6 -2.315 -0.039 0.604
H1 1.817 1.880 2.235
H2 1.753 0.182 1.641
H3 -0.324 2.195 0.701
H4 1.700 0.629 -1.424
H5 0.777 -2.211 -0.696
H6 2.379 -1.818 -1.455
H7 0.937 -1.964 -2.362
H8 -1.586 0.272 -1.363
H9 -3.274 -0.407 0.264
H10 -2.444 0.931 1.092
H11 -1.934 -0.588 1.470

=====

[4]
A 6-piece molecular cluster, H12O6 overall, computed with the ωB97M-V functional and the def2-TZVPD basis.

SMILES string: O.O.O.O.O.O
net charge: 0
2S+1: 1
HOMO-LUMO gap: 11.63 eV

CARTESIAN COORDINATES (ANGSTROEM)
O1 -6.692 -2.306 -6.891
H1 -7.261 -2.182 -6.146
H2 -7.250 -2.920 -7.366
O2 -11.386 -2.049 -5.863
H3 -11.414 -1.283 -6.370
H4 -10.436 -2.414 -6.098
O3 -5.412 -3.280 -4.137
H5 -5.964 -3.718 -4.896
H6 -5.698 -3.590 -3.247
O4 -9.802 -1.504 -2.752
H7 -8.977 -1.560 -3.246
H8 -10.533 -1.899 -3.322
O5 -7.547 -1.479 -4.496
H9 -7.191 -2.216 -3.941
H10 -6.805 -0.860 -4.507
O6 -7.327 -2.542 -1.874
H11 -8.300 -2.419 -1.870
H12 -6.885 -2.399 -1.017

=====

[5]
C5H8AgBBr4F4O3 as an isolated structure, computed with the ωB97M-V functional and the def2-TZVPD basis.

net charge: -2
2S+1: 1
HOMO-LUMO gap: 3.20 eV

CARTESIAN COORDINATES (ANGSTROEM)
Ag1 -0.841 -0.031 1.660
C1 -3.527 -0.433 1.660
O1 -3.020 0.743 1.375
O2 -4.691 -0.768 1.260
O3 -2.788 -1.250 2.383
B1 -0.169 1.296 4.353
F1 -0.359 -0.101 4.142
F2 -0.987 1.757 5.406
F3 1.192 1.535 4.656
F4 -0.511 1.973 3.146
Br1 1.654 -2.147 -2.370
C2 -0.205 -1.645 -2.673
C3 -1.169 -2.563 -1.974
Br2 -1.047 -2.448 -0.042
H1 -0.327 -1.697 -3.752
H2 -0.322 -0.624 -2.319
H3 -0.958 -3.605 -2.209
H4 -2.197 -2.339 -2.247
Br3 4.525 1.773 -2.728
C4 2.633 1.491 -2.290
C5 2.439 1.589 -0.818
Br4 0.528 1.454 -0.448
H5 2.381 0.498 -2.646
H6 2.075 2.242 -2.837
H7 2.775 2.532 -0.401
H8 2.914 0.770 -0.288

=====

[6]
C16H18O14Tl as an isolated structure, computed with the ωB97M-V functional and the def2-TZVPD basis.

net charge: -3
2S+1: 1
HOMO-LUMO gap: 2.92 eV

CARTESIAN COORDINATES (ANGSTROEM)
Tl1 -0.678 0.552 0.093
C1 2.158 -4.477 3.115
C2 1.329 -3.308 3.050
C3 1.582 -2.206 1.901
O1 0.814 -1.259 1.864
C4 2.853 -2.344 1.256
C5 3.679 -3.447 1.416
C6 3.315 -4.580 2.354
O2 4.065 -5.584 2.517
O3 4.764 -3.483 0.780
O4 0.363 -3.129 3.778
H1 1.803 -5.257 3.771
H2 3.205 -1.487 0.696
C7 -5.032 3.066 -0.569
C8 -3.741 2.470 -0.803
C9 -2.624 3.375 -1.531
O5 -1.535 2.784 -1.644
C10 -3.020 4.628 -2.022
C11 -4.311 5.141 -1.766
C12 -5.343 4.340 -0.974
O6 -6.503 4.825 -0.819
O7 -4.581 6.234 -2.325
O8 -3.490 1.320 -0.439
H3 -5.783 2.461 -0.080
H4 -2.316 5.131 -2.670
O9 -0.064 1.546 2.773
H5 0.793 1.674 3.192
O10 -2.187 -0.791 1.917
H6 -1.971 -1.693 1.647
C13 0.603 -2.620 -1.740
C14 -0.392 -3.138 -0.745
O11 -1.561 -2.329 -0.815
O12 1.130 -1.360 -1.282
H7 0.063 -2.438 -2.678
H8 1.422 -3.307 -1.961
H9 0.043 -3.190 0.254
H10 -0.698 -4.147 -1.052
H11 -2.273 -2.770 -0.346
H12 1.833 -1.167 -1.910
C15 2.865 1.642 -0.502
C16 2.035 2.546 -1.379
O13 0.886 1.842 -1.777
O14 2.127 1.273 0.650
H13 3.756 2.202 -0.191
H14 3.197 0.745 -1.040
H15 2.553 2.987 -2.241
H16 1.784 3.385 -0.707
H17 0.317 2.431 -2.288
H18 2.765 0.911 1.273

=====

[7]
A 2-piece molecular cluster, C5H8N overall, computed with the ωB97M-V functional and the def2-TZVPD basis.

<S²>: 2.0068
net charge: +1
2S+1: 3
HOMO-LUMO gap (alpha / beta): 6.52 / 5.64 eV

CARTESIAN COORDINATES (ANGSTROEM)
C1 -3.209 -0.985 -0.365
C2 2.084 -0.786 0.332
C3 0.621 0.690 -0.551
C4 0.784 -0.676 0.068
C5 -2.498 -0.772 0.586
N1 0.319 1.852 -0.066
H1 -3.502 -1.081 -1.401
H2 1.485 0.676 -1.341
H3 0.011 -1.133 0.547
H4 2.568 -1.422 1.034
H5 -1.949 -0.843 1.358
H6 2.847 -0.181 -0.243
H7 -0.369 2.028 0.673
H8 0.808 2.632 -0.633

=====

[8]
A 6-piece molecular cluster, C3H19NO7 overall, computed with the ωB97M-V functional and the def2-TZVPD basis.

SMILES string: OCCNCO.O.O.O.O.O
net charge: 0
2S+1: 1
HOMO-LUMO gap: 9.88 eV

CARTESIAN COORDINATES (ANGSTROEM)
O1 -1.039 -0.751 -1.232
C1 -0.792 -0.250 -2.589
C2 0.365 0.873 -2.378
N1 1.636 0.199 -1.952
C3 2.303 0.732 -0.813
O2 1.752 0.744 0.515
H1 -1.859 -0.348 -0.755
H2 -0.406 -0.981 -3.318
H3 -1.804 -0.002 -2.892
H4 0.670 1.417 -3.213
H5 -0.076 1.511 -1.538
H6 1.368 -0.827 -1.801
H7 3.209 0.042 -0.907
H8 2.612 1.889 -0.968
H9 2.230 0.504 1.207
O3 -1.153 -0.285 2.493
H10 -2.074 -0.155 2.295
H11 -1.085 -1.110 3.070
O4 -0.741 -3.117 0.508
H12 -0.148 -2.676 1.084
H13 -1.132 -2.379 0.046
O5 -2.598 0.449 0.459
H14 -1.698 0.613 0.667
H15 -2.847 1.276 0.161
O6 1.540 -1.359 2.023
H16 1.970 -1.109 1.123
H17 0.759 -1.043 1.940
O7 -0.293 2.410 2.137
H18 -0.562 1.571 1.606
H19 -0.108 2.162 3.021

=====

[9]
A 2-piece molecular cluster, C10H16O overall, computed with the ωB97M-V functional and the def2-TZVPD basis.

SMILES string: CCc1ccccc1.CCO
net charge: 0
2S+1: 1
HOMO-LUMO gap: 9.90 eV

CARTESIAN COORDINATES (ANGSTROEM)
C1 -0.031 -2.948 -0.968
C2 0.446 -1.653 -1.622
C3 -0.306 -0.366 -1.269
C4 -1.556 -0.369 -0.657
C5 -2.246 0.801 -0.392
C6 -1.647 2.029 -0.656
C7 -0.379 2.046 -1.227
C8 0.308 0.881 -1.479
H1 0.196 -3.786 -1.625
H2 -1.109 -2.973 -0.818
H3 0.479 -3.084 -0.018
H4 1.484 -1.494 -1.378
H5 0.274 -1.653 -2.691
H6 -2.039 -1.314 -0.458
H7 -3.134 0.854 0.198
H8 -2.054 2.919 -0.227
H9 0.114 2.997 -1.406
H10 1.349 0.812 -1.757
C9 0.248 -0.040 2.697
C10 1.491 0.728 2.323
O1 2.500 -0.145 1.770
H11 -0.521 0.555 3.175
H12 0.634 -0.826 3.363
H13 -0.280 -0.526 1.882
H14 1.276 1.379 1.488
H15 1.979 1.276 3.125
H16 2.523 -0.981 2.243

=====

[10]
A 8-piece molecular cluster, C6H29O8 overall, computed with the ωB97M-V functional and the def2-TZVPD basis.

<S²>: 0.7558
net charge: +2
2S+1: 2
HOMO-LUMO gap (alpha / beta): 10.73 / 2.93 eV

CARTESIAN COORDINATES (ANGSTROEM)
O1 0.164 -0.384 0.076
H1 0.120 0.421 -0.446
H2 0.971 -0.858 -0.137
H3 -0.544 -0.990 -0.157
O2 -0.423 -3.578 2.158
H4 0.476 -3.815 1.931
H5 -0.796 -3.243 1.343
O3 -1.559 -2.480 -0.044
H6 -1.774 -3.092 -0.747
H7 -2.388 -2.044 0.157
O4 2.433 -3.764 1.007
H8 3.284 -4.171 0.844
H9 2.631 -2.836 1.133
O5 3.193 -0.446 0.737
H10 4.056 -0.278 0.357
H11 3.291 -0.224 1.663
O6 0.848 -2.045 -2.086
H12 0.152 -2.608 -2.425
H13 1.623 -2.291 -2.591
C1 -3.041 0.010 2.477
C2 -2.968 0.868 1.297
C3 -2.288 2.193 1.473
O7 -2.445 0.257 0.131
H14 -2.233 -0.707 2.623
H15 -3.898 -0.651 2.350
H16 -3.131 0.462 3.465
H17 -4.029 1.110 1.241
H18 -1.222 2.109 1.682
H19 -2.709 2.693 2.345
H20 -2.430 2.787 0.570
H21 -3.018 0.452 -0.614
C4 1.274 3.439 -1.370
C5 1.208 2.201 -2.137
C6 2.412 1.275 -1.940
O8 0.020 1.533 -1.688
H22 2.037 4.061 -1.839
H23 1.601 3.458 -0.331
H24 0.314 3.956 -1.370
H25 1.115 2.384 -3.207
H26 2.232 0.289 -2.368
H27 2.708 1.066 -0.912
H28 3.354 1.694 -2.294
H29 -0.618 1.789 -2.358

=====

[11]
One molecule with the formula C8H9NO, computed with the ωB97M-V functional and the def2-TZVPD basis.

SMILES string: CC(=O)Nc1ccccc1
net charge: 0
2S+1: 1
HOMO-LUMO gap: 9.44 eV

CARTESIAN COORDINATES (ANGSTROEM)
C1 -2.336 1.317 0.494
C2 -2.294 -0.120 -0.002
O1 -3.274 -0.714 -0.041
N1 -1.091 -0.717 -0.392
C3 0.248 -0.286 -0.197
C4 0.767 1.027 -0.436
C5 2.069 1.305 -0.198
C6 2.998 0.338 0.157
C7 2.568 -1.005 0.261
C8 1.211 -1.340 0.125
H1 -2.054 2.020 -0.200
H2 -1.380 1.448 0.978
H3 -3.053 1.403 0.916
H4 -1.271 -1.722 -0.486
H5 0.074 1.761 -0.400
H6 2.296 2.352 -0.212
H7 3.962 0.495 0.309
H8 3.073 -1.939 0.648
H9 0.803 -2.518 0.307

=====

[12]
A 15-piece molecular cluster, H31O15 overall, computed with the ωB97M-V functional and the def2-TZVPD basis.

<S²>: 0.7512
net charge: 0
2S+1: 2
HOMO-LUMO gap (alpha / beta): 2.77 / 10.49 eV

CARTESIAN COORDINATES (ANGSTROEM)
O1 -0.090 2.666 -2.180
H1 0.843 0.737 -0.636
H2 0.356 3.511 -2.313
O2 2.540 -3.494 1.306
H3 1.028 3.983 -0.029
H4 3.395 -3.071 1.261
O3 3.354 2.177 -0.244
H5 0.582 1.626 2.414
H6 0.261 -2.852 -0.236
O4 -2.158 -2.310 -1.178
H7 0.605 -0.558 2.204
H8 -2.750 -2.935 -1.626
O5 0.132 1.253 -0.097
H9 -0.736 1.217 -0.667
H10 0.331 2.203 -0.580
O6 0.764 -0.576 -2.141
H11 4.266 2.337 -0.131
H12 2.824 1.483 0.186
O7 0.671 1.720 3.345
H13 0.350 -0.115 -2.892
H14 3.601 -0.879 0.521
O8 -2.101 -0.403 -3.423
H15 2.480 -4.417 1.068
H16 2.074 -0.735 0.573
O9 0.304 -1.264 2.776
H17 -2.153 -1.146 -4.036
H18 -1.873 -0.198 2.281
O10 -2.455 -3.734 0.871
H19 -2.270 -0.795 -2.568
O11 0.143 4.214 -0.372
H20 -0.365 4.380 0.419
H21 -2.816 -3.153 1.568
O12 2.896 -0.259 0.750
H22 1.048 -1.834 2.511
H23 -0.002 -0.970 -1.685
O13 -1.763 0.726 2.087
H24 1.274 2.322 3.774
H25 -1.419 1.207 2.846
O14 0.234 -1.942 0.084
H26 0.575 1.967 -2.185
H27 -3.169 2.400 -1.598
O15 -2.704 1.569 -1.497
H28 -2.910 0.915 -2.182
H29 -1.820 -2.983 -0.536
H30 -1.845 -4.166 1.508
H31 -0.651 -1.923 0.481

=====

- Look up the 2S+1 of the tenth one.
  2